(1)
DFT (ωB97M-V/def2-TZVPD) results for C37H56ClNPReSbSe4 as an isolated structure.

Cartesian coordinates (Å):
Re  0.1614  1.1444  -0.0415
C  -4.0842  -1.7080  -3.2048
C  -3.5675  -0.3265  -2.8376
C  -3.0147  -0.2945  -1.4146
C  -2.0571  -1.4362  -1.0041
C  -2.4410  -2.7929  -1.6443
C  -2.9511  -2.7117  -3.0824
P  -0.2402  -1.0566  -1.0126
C  0.3862  -1.2436  -2.7447
C  -0.1229  -0.1256  -3.6923
C  1.0119  0.6968  -4.2930
C  1.9801  -0.1795  -5.0905
C  2.1999  -1.5495  -4.4281
C  1.8951  -1.4997  -2.9320
C  0.5989  -2.3640  -0.0086
C  0.7211  -3.8046  -0.5445
C  1.9194  -4.4718  0.1468
C  2.0623  -4.0092  1.6035
C  0.6994  -3.6423  2.1818
C  0.0542  -2.4610  1.4247
H  -4.4976  -1.7098  -4.2130
H  -4.8938  -1.9914  -2.5250
H  -4.3656  0.4139  -2.9059
H  -2.8076  -0.0279  -3.5588
H  -3.8691  -0.3527  -0.7358
H  -2.5420  0.6752  -1.2238
H  -2.1945  -1.5424  0.0799
H  -3.2364  -3.2266  -1.0318
H  -1.6146  -3.4906  -1.5967
H  -3.2721  -3.7058  -3.3937
H  -2.1487  -2.4166  -3.7626
H  -0.1120  -2.1779  -3.0276
H  -0.8225  0.5411  -3.1747
H  -0.6860  -0.5843  -4.5075
H  1.5428  1.2305  -3.5012
H  0.5907  1.4705  -4.9353
H  2.9315  0.3417  -5.1995
H  1.5903  -0.3229  -6.0989
H  3.2259  -1.8849  -4.5848
H  1.5549  -2.3030  -4.8903
H  2.5043  -0.7296  -2.4743
H  2.1823  -2.4378  -2.4652
H  1.6158  -1.9572  0.0411
H  0.8405  -3.8565  -1.6236
H  -0.1854  -4.3555  -0.2980
H  2.8326  -4.2484  -0.4082
H  1.7898  -5.5540  0.1116
H  2.7318  -3.1489  1.6716
H  2.5217  -4.7985  2.1980
H  0.7867  -3.3905  3.2387
H  0.0482  -4.5172  2.1302
H  0.2356  -1.5259  1.9528
H  -1.0271  -2.6108  1.3984
Cl  5.8341  5.3541  1.3935
C  4.8104  4.0617  0.8717
C  4.9246  2.8120  1.4644
C  4.0894  1.7865  1.0610
C  3.1377  1.9816  0.0622
C  2.2345  0.8820  -0.3885
C  3.0811  3.2333  -0.5537
C  3.8982  4.2771  -0.1488
H  5.6657  2.6508  2.2333
H  4.1852  0.8156  1.5223
H  2.6540  -0.0993  -0.1769
H  2.1268  0.9721  -1.4787
H  2.4120  3.3838  -1.3995
H  3.8395  5.2471  -0.6246
C  -4.3579  0.2565  1.3269
C  -3.0979  1.1152  1.4331
C  -3.4256  2.5954  1.2111
C  -2.3670  0.9537  2.7515
C  -3.0623  0.9811  3.9532
C  -2.3966  0.8825  5.1626
C  -1.0147  0.7880  5.1865
C  -0.2637  0.7773  4.0184
C  1.2392  0.8450  4.1639
C  2.0254  -0.2635  3.4791
C  1.7121  2.2427  3.7689
C  -0.9674  0.8382  2.7973
N  -0.3097  0.7796  1.5743
H  -4.8417  0.4250  0.3655
H  -5.0855  0.5054  2.0949
H  -4.1272  -0.8041  1.4165
H  -2.4213  0.8005  0.6283
H  -4.1928  2.9286  1.9109
H  -3.7915  2.7594  0.1974
H  -2.5446  3.2269  1.3653
H  -4.1352  1.0850  3.9475
H  -2.9533  0.8940  6.0888
H  -0.4983  0.7426  6.1352
H  1.4244  0.7420  5.2363
H  2.0188  -0.1565  2.3918
H  1.6229  -1.2404  3.7343
H  3.0608  -0.2342  3.8177
H  1.5528  2.4324  2.7037
H  2.7755  2.3570  3.9678
H  1.1764  3.0035  4.3364
Se  -1.1984  6.7664  -0.8335
Sb  -0.0568  4.5628  0.0928
Se  -0.8791  2.7635  -1.4810
Se  -0.9184  8.2143  0.8055
Se  0.9440  6.1066  -1.6544

Summary:
**HOMO-LUMO gap (spin up / spin down)**: 5.3929 / 5.3922 eV
**Charge**: +1
**Multiplicity**: 1

=====

(2)
DFT (ωB97M-V/def2-TZVPD) results for a 10-piece molecular cluster, C37H56F4O8S5 overall.

Cartesian coordinates (Å):
F  1.4679  1.3342  9.2960
C  0.9789  0.9731  8.0677
C  -0.3244  1.3638  7.7792
C  -0.8579  1.0083  6.5212
C  -0.0279  0.2567  5.6395
C  1.2186  -0.1338  6.0062
C  1.7980  0.3240  7.1647
H  -0.9624  1.7932  8.5289
H  -1.8786  1.3863  6.2244
H  -0.4825  -0.0333  4.6635
H  1.7510  -0.5540  5.1966
H  2.7589  0.0243  7.5899
F  4.9864  3.8535  3.3946
C  4.7218  2.5205  3.4516
C  5.6774  1.7316  4.0245
C  5.5794  0.3521  4.0100
C  4.4300  -0.1816  3.4993
C  3.4157  0.6016  2.9737
C  3.5691  1.9746  2.9812
H  6.5029  2.3330  4.3149
H  6.3605  -0.1227  4.5796
H  4.2609  -1.1957  3.4473
H  2.5766  0.1096  2.5398
H  2.7240  2.6452  2.6425
F  1.1335  2.8399  -3.1044
C  -0.0669  2.6161  -3.8350
C  -0.9341  3.6102  -4.1009
C  -2.1480  3.2880  -4.7047
C  -2.5143  1.9798  -4.8973
C  -1.5771  0.9365  -4.6362
C  -0.3533  1.2676  -4.0423
H  -0.6173  4.5999  -3.8304
H  -2.7594  4.1968  -4.9175
H  -3.5145  1.8246  -5.3666
H  -1.8900  -0.0722  -4.8843
H  0.3924  0.4667  -3.8320
F  2.3274  -3.6532  -0.6844
C  1.9855  -4.7486  -1.4696
C  2.3854  -4.7583  -2.7930
C  1.9128  -5.8363  -3.5091
C  1.2275  -6.8531  -2.8729
C  0.8879  -6.7919  -1.5545
C  1.1756  -5.6897  -0.8572
H  3.1207  -4.1190  -3.1861
H  2.0590  -5.8741  -4.6311
H  0.8290  -7.5812  -3.5799
H  0.2203  -7.5320  -1.0844
H  0.8003  -5.6292  0.1372
C  -4.6869  -0.1694  -2.9781
S  -5.4095  0.9070  -1.6239
O  -5.3597  0.1099  -0.4013
C  -4.1132  2.1825  -1.6214
H  -5.2403  -1.1013  -2.8427
H  -3.5838  -0.3653  -2.8684
H  -4.9468  0.2895  -3.9378
H  -3.0737  1.8594  -1.6356
H  -4.2018  2.8559  -0.7151
H  -4.2281  2.6628  -2.6080
C  -2.0734  -4.5943  -3.2199
S  -1.8533  -3.2758  -1.9798
O  -1.8656  -2.0368  -2.7810
C  -3.4358  -3.3147  -1.0748
H  -3.0585  -4.5248  -3.7150
H  -1.8924  -5.5556  -2.7156
H  -1.3078  -4.5112  -3.9554
H  -3.6840  -2.3600  -0.7901
H  -3.3113  -3.8117  -0.1317
H  -4.2083  -3.7261  -1.6978
C  -3.2716  0.6587  2.2110
S  -3.7900  1.5244  3.7579
O  -2.9687  2.7502  3.8767
C  -5.3782  2.0878  3.1158
H  -3.6268  1.2124  1.3800
H  -3.7530  -0.3150  2.1592
H  -2.1474  0.6068  2.2789
H  -5.9018  1.2380  2.6879
H  -5.0580  2.7459  2.2998
H  -6.0850  2.6265  3.8089
C  1.0984  -0.4385  -0.8222
S  -0.1935  -1.0327  0.3069
O  0.2268  -0.4453  1.6268
C  -1.3974  0.0615  -0.3909
H  0.9198  -0.7979  -1.8029
H  2.0504  -0.8907  -0.4146
H  1.1880  0.6854  -0.8862
H  -2.3783  -0.1504  0.0006
H  -1.4397  0.0534  -1.5389
H  -1.1795  1.0553  0.0782
C  0.5277  3.3585  0.3586
S  -0.9083  4.5608  0.3017
O  -2.1347  3.8182  0.0394
C  -0.7483  4.8389  2.1758
H  0.3406  2.5066  1.0498
H  1.4749  3.9146  0.6411
H  0.6266  2.8855  -0.6469
H  0.2701  4.7941  2.3736
H  -1.3542  4.1219  2.6916
H  -1.1068  5.8358  2.3772
C  5.3702  -1.6850  -1.3902
O  5.4424  -0.5991  -2.2924
C  4.3911  -0.4829  -3.1680
O  3.2801  -0.8792  -2.9429
O  4.8143  0.3417  -4.1937
C  3.6902  0.6929  -5.0259
H  6.1046  -1.4507  -0.5178
H  5.6203  -2.7078  -1.8990
H  4.3918  -1.6599  -0.9906
H  3.2776  -0.2500  -5.4396
H  4.0313  1.2845  -5.8382
H  2.8916  1.1535  -4.4030

Summary:
**HOMO-LUMO gap**: 8.8008 eV
**Multiplicity**: 1
**ΔE to the lowest compared entry with this formula, charge and spin**: 39.52 kcal/mol

=====

(3)
DFT (ωB97M-V/def2-TZVPD) results for a 9-piece molecular cluster, C37H57BN8O overall.

Cartesian coordinates (Å):
C  2.6389  2.2212  -2.9984
C  2.5319  0.7622  -3.5444
C  1.8189  -0.1688  -2.5014
C  0.3019  -0.0358  -2.6154
C  -0.3131  -0.3228  -3.9474
C  0.2379  0.6852  -4.9844
N  1.6489  0.9122  -4.7944
O  2.2289  1.4562  -5.8454
C  -0.4931  1.9522  -5.0434
C  -0.1271  0.0272  -6.4764
C  3.9169  0.1312  -3.8284
H  1.7159  2.8702  -3.0194
H  3.3639  2.6302  -3.4964
H  3.1459  2.0902  -2.0624
H  2.2669  -0.0308  -1.4434
H  1.9769  -1.1318  -2.9024
H  -0.1041  0.9532  -2.3134
H  -0.3371  -0.7448  -1.9604
H  -1.3481  -0.1958  -3.9804
H  -0.1451  -1.4208  -4.3464
H  -0.1271  2.3832  -4.1134
H  -1.6221  1.6052  -5.0704
H  -0.1311  2.5962  -5.8234
H  -1.2681  0.1602  -6.6824
H  0.3579  -1.0298  -6.5814
H  0.4729  0.5282  -7.2014
H  4.6169  0.6782  -4.7154
H  3.7739  -0.8148  -4.2594
H  4.4679  0.0912  -2.9874
B  -0.3031  -0.4858  0.6976
H  -0.1881  -1.5118  1.3636
H  -0.5591  0.2542  1.4926
H  0.7089  -0.0978  -0.0534
H  -1.3021  -0.5618  -0.0044
N  -2.4141  3.5272  6.0946
C  -2.9271  4.5812  5.4086
C  -2.9691  4.2382  3.9496
C  -2.2971  2.9542  3.8206
C  -1.9741  2.4682  5.2716
H  -1.9821  3.4892  7.1316
H  -3.2191  5.4982  5.8746
H  -3.3671  4.8492  3.1886
H  -2.0121  2.2112  2.8886
H  -1.4271  1.6772  5.6376
N  2.0279  0.9112  3.1906
C  3.1219  0.3832  3.6976
C  3.6019  1.2062  4.7746
C  2.4939  2.2222  5.0006
C  1.6249  2.1062  3.8266
H  1.5679  0.7472  2.2376
H  3.4709  -0.4718  3.0916
H  4.4189  1.0202  5.5296
H  2.2109  2.9092  5.6416
H  0.5289  2.4772  3.7416
N  2.4379  -2.6508  5.2286
C  2.2409  -2.7978  3.9326
C  3.2919  -3.6968  3.2346
C  4.0639  -4.1888  4.4916
C  3.3329  -3.5188  5.7406
H  1.7559  -2.1558  5.8246
H  1.5529  -2.0678  3.6406
H  3.4799  -3.8468  2.2186
H  5.0069  -4.8568  4.4156
H  3.4669  -3.5018  6.8566
N  -0.4201  2.4182  -0.0474
C  0.5699  3.2922  -0.5984
C  -0.1151  4.3392  -1.3934
C  -1.5731  4.0082  -1.3264
C  -1.7021  2.6892  -0.5664
H  -0.2211  1.5062  0.5696
H  1.4939  3.0972  -0.3104
H  0.5149  5.2082  -2.0704
H  -2.4041  4.6632  -1.9104
H  -2.3201  2.0252  -0.3004
N  1.5599  -2.8588  -0.1104
C  2.9939  -2.9398  0.0616
C  3.6089  -3.9958  -0.7704
C  2.4119  -4.4638  -1.6964
C  1.1189  -3.7548  -1.1324
H  0.8779  -2.1928  0.3186
H  3.6149  -2.3198  0.6956
H  4.5039  -4.3768  -0.7714
H  2.4759  -5.3078  -2.4104
H  0.1439  -3.6998  -1.5814
N  -3.5561  -2.0608  -3.1164
C  -3.1201  -1.2128  -2.1844
C  -3.7791  0.0802  -2.3884
C  -4.3501  -0.0678  -3.7384
C  -4.3761  -1.3998  -4.1284
H  -3.2601  -2.8838  -3.0834
H  -2.4161  -1.6568  -1.4164
H  -3.8561  1.0422  -1.7264
H  -4.9881  0.7792  -4.1604
H  -4.6091  -1.8078  -4.9804
N  -3.3361  -1.5898  2.1846
C  -3.4021  -2.2518  3.4546
C  -4.8741  -2.7668  3.6146
C  -5.6471  -2.2878  2.3526
C  -4.5281  -1.4928  1.6516
H  -2.6581  -0.9798  1.8236
H  -2.5861  -2.5018  4.1666
H  -5.5831  -3.2908  4.4436
H  -6.5361  -2.2418  2.2616
H  -4.6071  -0.9058  0.7846

Summary:
**HOMO-LUMO gap**: 2.9578 eV
**Multiplicity**: 1
**ΔE to the lowest compared entry with this formula, charge and spin**: 71.19 kcal/mol